{
  "formula": "C23H28N4O3",
  "method": "ωB97M-V with the def2-TZVPD basis set",
  "e_homo_ev": -8.7,
  "homo_lumo_gap_ev": 9.388,
  "total_charge": 0,
  "de_lowest_ev": 2.594,
  "symbols": ["C", "C", "C", "H", "O", "C", "O", "C", "C", "C", "H", "C", "H", "H", "H", "C", "H", "H", "C", "C", "H", "H", "H", "N", "N", "H", "C", "C", "H", "H", "C", "H", "C", "C", "C", "H", "C", "O", "N", "H", "H", "N", "H", "C", "H", "H", "H", "H", "H", "H", "H", "H", "C", "H", "C", "C", "H", "C"],
  "xyz": [[-1.65, -2.00, 1.19], [2.66, -1.38, -1.34], [0.58, 1.06, -0.49], [-1.08, -2.50, 1.98], [-1.28, 3.40, -0.23], [5.81, -1.23, -0.49], [-0.63, 0.45, -0.52], [3.35, -1.18, -0.15], [-2.81, -1.09, -1.33], [-3.18, 2.34, 0.87], [3.33, -1.68, 1.95], [-3.64, 1.56, 1.91], [0.68, 3.36, 1.03], [5.92, -2.06, 0.20], [-3.76, -1.46, -1.71], [1.10, -2.73, -0.14], [-2.07, -0.54, -3.29], [0.96, -2.35, -2.25], [-0.93, 2.16, 1.73], [0.54, 2.43, 1.58], [-2.71, -2.11, 1.41], [-2.94, 0.76, -2.46], [-0.20, -4.14, 0.82], [0.00, 1.02, -2.53], [1.74, -2.54, 1.00], [-0.72, 1.00, 3.50], [4.61, -0.37, -0.10], [-2.76, 1.07, 2.86], [-1.39, -0.94, 1.22], [3.00, -0.91, -2.25], [-0.94, 0.47, -1.84], [-3.12, 0.46, 3.67], [-1.83, 2.65, 0.77], [2.84, -1.80, 0.99], [-0.18, -3.53, -0.08], [4.52, 0.47, -0.80], [-2.12, 3.96, -1.21], [-1.50, -2.82, -2.30], [-1.31, -2.61, -0.07], [-2.65, 3.19, -1.78], [-1.46, 4.51, -1.88], [0.97, 1.40, -1.67], [-2.97, -0.62, -0.36], [-1.41, 1.38, 2.76], [5.69, -1.63, -1.49], [-2.85, 4.65, -0.77], [-4.69, 1.32, 1.97], [1.18, 0.37, 1.41], [4.75, 0.03, 0.90], [6.72, -0.64, -0.46], [-0.28, -4.16, -0.97], [2.28, 1.54, 0.64], [-1.83, -2.26, -1.27], [1.00, 2.52, 2.56], [-2.23, -0.07, -2.32], [1.52, -2.17, -1.34], [-3.89, 2.71, 0.14], [1.24, 1.29, 0.82]]
}